A structure of composition C29H23F12NO2TeW, computed with ωB97M-V/def2-TZVPD.

Geometry as XYZ:
```
69
Properties=species:S:1:pos:R:3:forces:R:3
W 0.683 -0.266 0.679 0.0984 -0.4644 -1.0464
C -5.241 0.969 -3.163 0.0063 0.0016 0.0295
C -3.988 0.472 -2.508 0.0325 0.0002 -0.0002
C -3.174 -0.475 -3.121 -0.0347 -0.0060 0.0007
C -2.024 -0.928 -2.503 0.0055 -0.0602 -0.0435
C -1.676 -0.435 -1.254 -0.0603 0.1453 0.0333
N -0.452 -0.779 -0.674 -0.2099 -0.2054 -0.1964
C 0.525 -1.675 -1.234 0.0957 0.1548 0.1401
C 0.233 -3.054 -1.203 -0.0258 -0.0060 -0.0025
C 0.941 -3.928 -1.986 -0.0158 -0.0534 0.0241
C 1.953 -3.457 -2.833 0.0030 -0.0102 -0.0042
C 2.720 -4.391 -3.706 -0.0080 0.0192 -0.0123
C 2.283 -2.091 -2.822 0.0097 -0.0195 0.0138
C 1.611 -1.193 -2.029 -0.0775 0.0763 0.0074
C 2.092 0.241 -1.811 0.0999 0.1229 -0.0759
O 1.932 0.558 -0.439 -0.0121 0.1346 0.1912
C 3.627 0.389 -2.048 -0.0165 -0.0531 0.1172
F 3.908 0.346 -3.348 0.0050 0.0240 0.0116
F 4.270 -0.611 -1.429 -0.0237 0.0373 -0.0372
F 4.067 1.528 -1.536 -0.0103 -0.0152 -0.0509
C 1.309 1.284 -2.683 -0.0952 -0.0331 0.2284
F 1.011 0.749 -3.863 0.0086 -0.0248 -0.0149
F 0.160 1.598 -2.055 0.1374 -0.0373 -0.1519
F 1.992 2.398 -2.866 -0.0095 -0.0029 -0.0041
C -2.475 0.520 -0.606 0.1172 0.0070 0.0967
C -3.619 0.955 -1.248 -0.0222 -0.0363 0.0100
C -2.111 1.008 0.793 -0.3643 -0.1039 -0.0609
O -0.749 0.856 1.105 0.2837 0.0340 0.7221
C -2.911 0.150 1.832 0.2092 0.0543 0.0562
F -4.191 0.061 1.524 -0.0111 0.0255 -0.0338
F -2.796 0.622 3.072 0.0613 0.0166 -0.0650
F -2.384 -1.095 1.824 0.0069 -0.0229 -0.0568
C -2.397 2.524 0.996 0.0753 0.0347 0.0671
F -1.790 2.964 2.100 -0.0273 -0.0008 -0.0553
F -3.701 2.759 1.118 0.0036 -0.0092 -0.0062
F -1.923 3.213 -0.040 0.0103 -0.0124 0.0007
H -5.374 0.535 -4.151 -0.0013 0.0006 -0.0010
H -5.220 2.055 -3.262 0.0070 -0.0033 0.0013
H -6.112 0.716 -2.556 -0.0064 0.0003 -0.0082
H -3.442 -0.859 -4.097 0.0091 -0.0049 0.0017
H -1.386 -1.650 -2.998 -0.0042 0.0065 -0.0035
H -0.601 -3.389 -0.597 -0.0092 -0.0015 -0.0058
H 0.698 -4.982 -1.979 0.0006 0.0028 0.0069
H 2.229 -5.357 -3.798 -0.0012 -0.0001 0.0051
H 3.715 -4.554 -3.281 -0.0004 0.0010 0.0019
H 2.864 -3.963 -4.698 0.0062 -0.0019 0.0005
H 3.112 -1.766 -3.434 -0.0066 -0.0009 0.0003
H -4.264 1.679 -0.769 -0.0074 -0.0033 -0.0162
C 0.437 3.628 4.293 0.0571 0.0167 -0.0519
C 0.820 2.257 3.838 -0.2735 -0.1324 0.2240
C 0.122 1.133 4.301 0.0135 0.3065 0.0240
C 0.409 -0.150 3.885 0.2894 -0.0004 -0.2470
C -0.335 -1.315 4.462 -0.0140 0.0710 -0.0277
C 1.468 -0.307 2.934 -0.0507 -0.0172 0.1550
Te 1.770 -2.229 2.004 -0.1719 0.3266 0.2758
C 2.316 0.800 2.592 -0.0587 -0.0530 -0.1548
C 3.679 0.651 1.951 -0.1004 0.1824 0.4614
C 1.915 2.070 3.001 0.1228 -0.1802 -0.1431
H -0.481 3.621 4.876 -0.0044 -0.0021 -0.0033
H 0.308 4.290 3.436 -0.0097 0.0174 0.0060
H 1.235 4.052 4.908 -0.0099 -0.0034 0.0048
H -0.680 1.284 5.014 -0.0241 -0.0191 -0.0081
H -1.103 -0.963 5.147 -0.0203 -0.0380 -0.0053
H 0.355 -1.951 5.020 -0.0154 -0.0296 -0.0083
H -0.812 -1.930 3.699 0.0082 -0.0066 -0.0294
H 3.824 -0.308 1.467 0.0876 0.0165 -0.1181
H 4.395 0.729 2.776 0.0472 -0.1201 -0.0794
H 3.903 1.471 1.272 -0.0908 -0.0639 -0.1068
H 2.522 2.919 2.711 -0.0135 0.0223 0.0177
```
Forces are in eV/Å.

## Properties
DFT total energy ... -77747.2754 eV
Kohn-Sham gap ... 6.170 eV
Energy relative to the best compared isomer or geometry (same formula, charge and spin) ... 0.00 kJ/mol
M ... 956.92 g/mol
Charge ... +2
LUMO level ... -8.2861 eV

Listed below, in e, are the natural (NBO) charges computed for each atom:
1 W 1.82
2 C -0.65
3 C 0.06
4 C -0.17
5 C -0.20
6 C 0.14
7 N -0.48
8 C -0.10
9 C -0.05
10 C -0.24
11 C 0.17
12 C -0.67
13 C -0.24
14 C 0.13
15 C 0.04
16 O -0.68
17 C 0.99
18 F -0.29
19 F -0.31
20 F -0.28
21 C 0.97
22 F -0.29
23 F -0.31
24 F -0.28
25 C -0.09
26 C -0.11
27 C 0.07
28 O -0.69
29 C 0.97
30 F -0.28
31 F -0.30
32 F -0.32
33 C 0.99
34 F -0.30
35 F -0.29
36 F -0.30
37 H 0.24
38 H 0.25
39 H 0.25
40 H 0.24
41 H 0.23
42 H 0.25
43 H 0.26
44 H 0.25
45 H 0.27
46 H 0.26
47 H 0.26
48 H 0.24
49 C -0.66
50 C 0.11
51 C -0.16
52 C 0.06
53 C -0.66
54 C -0.41
55 Te 0.49
56 C -0.03
57 C -0.65
58 C -0.20
59 H 0.24
60 H 0.25
61 H 0.26
62 H 0.23
63 H 0.25
64 H 0.25
65 H 0.24
66 H 0.23
67 H 0.27
68 H 0.25
69 H 0.25

---

The molecule C8H10Br2O6, computed with ωB97M-V/def2-TZVPD.

Geometry as XYZ:
```
26
Properties=species:S:1:pos:R:3:forces:R:3
C -0.016 3.323 0.330 0.0341 0.1485 0.0425
C -0.450 3.314 1.767 0.0588 0.7437 0.1688
O -0.794 4.280 2.372 0.0810 -0.3429 -0.0237
O -0.489 2.095 2.445 -0.1815 -0.4083 -0.3617
C -0.197 0.917 1.803 0.4764 -0.0444 0.1330
O 0.903 0.626 1.433 -0.5155 0.1481 -0.1555
C -1.398 -0.016 1.747 -0.0848 0.0846 0.4303
O -1.277 -0.922 0.663 0.1743 0.0541 -0.0856
C -1.424 -0.357 -0.548 0.0269 0.4378 -0.1856
O -1.903 0.721 -0.758 0.1614 -0.4173 0.1894
O -0.940 -1.187 -1.505 -0.0706 -0.0597 0.2467
C 0.456 -1.096 -1.674 -0.0179 0.0312 -0.1922
Br 0.845 0.103 -3.181 -0.0505 -0.0422 0.1258
C 1.099 -2.469 -1.895 0.0218 0.0300 0.4854
C 1.508 -3.071 -0.543 -0.2785 0.1717 -0.1298
Br -0.109 -3.676 -2.818 0.0608 0.0824 -0.1810
H -0.824 2.923 -0.288 0.1292 -0.1257 -0.0105
H 0.144 4.368 0.064 -0.0433 -0.1551 0.0158
H 0.901 2.758 0.165 -0.1469 -0.0486 -0.0041
H -1.380 -0.626 2.656 -0.0411 0.0816 -0.1403
H -2.321 0.564 1.730 0.0269 -0.1040 -0.1899
H 0.898 -0.619 -0.796 0.1227 -0.0361 -0.1359
H 1.963 -2.331 -2.539 -0.0955 -0.1564 -0.0382
H 0.764 -2.803 0.215 0.0964 -0.1365 -0.0499
H 2.476 -2.663 -0.245 -0.0689 -0.0209 0.0495
H 1.566 -4.156 -0.600 0.1244 0.0841 -0.0033
```
Forces are in eV/Å.

## Properties
DFT total energy ... -160828.2792 eV
Structure (SMILES) ... CC(=O)OC(=O)COC(=O)O[C@H](Br)[C@@H](C)Br
Kohn-Sham gap ... 10.705 eV
Energy relative to the best compared isomer or geometry (same formula, charge and spin) ... 0.00 kJ/mol
M ... 361.97 g/mol
LUMO level ... 0.2955 eV

Listed below, in e, are the natural (NBO) charges computed for each atom:
1 C -0.76
2 C 0.80
3 O -0.52
4 O -0.54
5 C 0.79
6 O -0.53
7 C -0.19
8 O -0.49
9 C 1.00
10 O -0.58
11 O -0.52
12 C 0.05
13 Br -0.01
14 C -0.28
15 C -0.63
16 Br 0.02
17 H 0.27
18 H 0.25
19 H 0.25
20 H 0.24
21 H 0.23
22 H 0.23
23 H 0.24
24 H 0.22
25 H 0.22
26 H 0.24

---

A cluster of 2 separate species, C4H11N2S in total, computed with ωB97M-V/def2-TZVPD.

Geometry as XYZ:
```
18
Properties=species:S:1:pos:R:3:forces:R:3
C -0.526 -2.426 -1.152 -0.2129 -0.0208 0.2130
C -0.538 -3.000 0.262 0.0424 0.3561 0.4508
S -0.336 -1.686 1.532 -0.0226 -0.1241 -0.0652
H 0.360 -1.815 -1.327 0.0824 -0.0471 0.0203
H -1.392 -1.763 -1.208 0.0685 0.0747 -0.2190
H -0.610 -3.187 -1.939 0.0263 -0.0613 0.0035
H 0.244 -3.739 0.450 0.0498 -0.1078 -0.3492
H -1.500 -3.496 0.422 0.0181 -0.1054 -0.0194
C 0.051 2.662 0.289 -0.4914 0.4738 -0.0844
C 0.892 1.633 0.375 -1.1819 0.1660 -0.0742
N 2.287 1.760 0.304 0.7104 -0.0132 0.4874
N -1.359 2.478 0.329 0.0110 -0.5393 0.0216
H 0.327 3.710 0.162 0.5997 -0.1773 -0.0615
H 0.390 0.669 0.526 0.5992 -0.1360 0.0612
H 2.661 1.911 -0.614 -0.1599 0.1966 -0.3926
H 2.782 0.971 0.690 -0.2242 -0.2207 0.1003
H -1.900 3.028 -0.299 -0.1715 0.3816 -0.1678
H -1.832 2.290 1.196 0.2565 -0.0958 0.0752
```
Forces are in eV/Å.

## Properties
DFT total energy ... -18141.5781 eV
Kohn-Sham gap ... 6.112 eV
Energy relative to the best compared isomer or geometry (same formula, charge and spin) ... 146.68 kJ/mol
M ... 119.21 g/mol
Charge ... -1
LUMO level ... 3.8218 eV

Listed below, in e, are the natural (NBO) charges computed for each atom:
1 C -0.62
2 C -0.52
3 S -0.74
4 H 0.20
5 H 0.20
6 H 0.16
7 H 0.17
8 H 0.17
9 C -0.10
10 C -0.06
11 N -0.85
12 N -0.87
13 H 0.15
14 H 0.25
15 H 0.36
16 H 0.37
17 H 0.35
18 H 0.38

---

A structure of composition C41H36AuN4P2SSeTe, computed with ωB97M-V/def2-TZVPD.

Geometry as XYZ:
```
87
Properties=species:S:1:pos:R:3:forces:R:3
Au -0.068 0.579 -0.741 -0.2689 0.3354 0.0159
Te 2.179 2.325 2.596 0.3234 -0.2379 0.5739
C 3.506 1.725 4.156 0.1061 0.1860 -0.2736
C 4.410 0.698 3.920 0.0177 0.0032 0.0139
C 5.194 0.259 4.975 -0.0769 0.0150 0.0478
N 5.119 0.765 6.207 0.0105 0.0175 0.0260
C 4.265 1.761 6.413 0.0686 -0.0597 -0.0678
C 3.445 2.286 5.420 -0.0621 0.0404 -0.0159
C 1.481 0.289 2.439 -0.8678 0.9139 -0.0060
P 1.473 -0.270 0.766 0.2538 -0.4717 0.4175
C 3.181 0.002 0.184 -0.1743 0.0382 -0.2679
C 4.149 -0.998 0.256 0.0228 0.0759 0.1206
C 5.438 -0.750 -0.191 0.0198 0.0084 -0.0145
C 5.771 0.491 -0.719 0.0081 -0.0545 0.0173
C 4.810 1.486 -0.807 -0.0174 0.0112 -0.0287
C 3.516 1.238 -0.373 -0.0124 -0.0618 -0.0898
C 1.280 -2.081 0.799 0.0539 -0.0055 -0.0290
C 1.834 -2.817 1.847 -0.0609 0.0451 0.0210
C 1.759 -4.201 1.852 -0.0230 0.0221 0.0272
C 1.142 -4.865 0.800 0.0400 -0.0268 0.0421
C 0.603 -4.142 -0.253 -0.0302 0.0187 -0.0385
C 0.669 -2.755 -0.255 -0.0214 -0.0119 0.1288
P 0.077 0.703 3.461 0.5010 -0.9297 -0.4273
C 0.515 0.278 5.176 -0.0879 0.1579 -0.0830
C 1.489 -0.661 5.500 0.0597 0.0222 0.0026
C 1.767 -0.943 6.829 0.0054 0.0114 0.0247
C 1.078 -0.287 7.840 0.0269 -0.0207 -0.0331
C 0.108 0.654 7.522 -0.0091 0.0232 0.0208
C -0.169 0.939 6.195 -0.0457 -0.0039 -0.0309
C -1.421 -0.267 3.092 0.0606 0.2413 0.0532
C -2.612 0.415 2.856 -0.0114 -0.0794 -0.0406
C -3.787 -0.299 2.667 0.0221 0.0244 -0.0715
C -3.765 -1.685 2.690 -0.0654 -0.0092 -0.0327
C -2.575 -2.365 2.914 0.0752 -0.0325 -0.0009
C -1.402 -1.660 3.128 -0.1407 0.0148 0.0191
H 4.498 0.242 2.941 -0.0009 -0.0352 0.0215
H 5.912 -0.542 4.831 0.0026 0.0110 -0.0122
H 4.228 2.158 7.422 -0.0216 0.0102 -0.0101
H 2.762 3.095 5.649 -0.0090 -0.0385 0.0190
H 3.908 -1.968 0.667 -0.0205 -0.0194 -0.0408
H 6.183 -1.534 -0.136 -0.0066 0.0116 0.0040
H 6.775 0.672 -1.081 -0.0079 0.0119 0.0374
H 5.065 2.449 -1.230 -0.0321 -0.0170 -0.0078
H 2.756 2.001 -0.493 -0.0085 0.0396 0.0318
H 2.334 -2.298 2.653 -0.0002 0.0576 0.1068
H 2.181 -4.758 2.680 0.0096 0.0001 -0.0434
H 1.091 -5.946 0.801 -0.0229 0.0251 -0.0051
H 0.125 -4.658 -1.076 0.0096 0.0161 0.0075
H 0.234 -2.196 -1.072 -0.0132 0.0042 -0.0507
H 2.048 -1.149 4.716 0.0266 -0.0395 -0.1106
H 2.532 -1.668 7.077 -0.0036 0.0112 -0.0097
H 1.301 -0.506 8.877 -0.0035 0.0064 -0.0123
H -0.425 1.172 8.310 -0.0031 -0.0090 -0.0215
H -0.923 1.679 5.946 0.0100 0.0024 0.0168
H -2.620 1.498 2.831 0.0071 -0.0016 0.0008
H -4.714 0.228 2.493 -0.0340 -0.0315 0.0104
H -4.684 -2.239 2.541 0.0105 0.0112 -0.0102
H -2.559 -3.448 2.938 -0.0244 0.0276 0.0065
H -0.487 -2.187 3.351 0.1248 -0.0676 -0.0257
C -2.072 7.564 -0.837 -0.0853 -0.0681 -0.0041
C -0.930 6.696 -0.430 -0.0707 0.0407 -0.0295
C 0.369 7.098 -0.350 0.0947 0.0891 -0.0021
C 1.334 6.157 0.060 -0.0423 -0.1444 0.0132
N 1.022 4.908 0.374 0.0193 -0.0037 0.0343
C -0.258 4.507 0.311 0.1060 0.0495 -0.2619
S -0.779 2.956 0.725 -0.0700 -0.1649 0.0252
N -1.203 5.410 -0.110 0.1021 -0.0328 0.1333
C 2.776 6.540 0.139 0.0023 -0.0251 -0.0132
H -1.727 8.562 -1.088 0.0136 -0.0005 0.0063
H -2.799 7.636 -0.025 0.0232 0.0173 -0.0062
H -2.584 7.141 -1.704 0.0299 0.0088 0.0069
H 0.647 8.113 -0.594 -0.0142 -0.0219 0.0083
H -2.153 5.066 -0.145 -0.0475 0.0010 -0.0117
H 2.895 7.542 0.550 -0.0014 -0.0018 -0.0116
H 3.205 6.540 -0.866 -0.0195 0.0198 0.0035
H 3.321 5.819 0.742 0.0031 -0.0052 0.0154
Se -1.632 -0.093 -2.489 0.1184 0.0129 0.2210
C -3.258 -0.166 -1.476 0.0149 0.0701 -0.0471
C -3.804 0.990 -0.930 0.0556 -0.0064 0.0104
C -5.047 0.907 -0.322 -0.0804 -0.0988 -0.0248
N -5.752 -0.220 -0.232 0.0777 0.0418 -0.0060
C -5.213 -1.320 -0.752 -0.0229 0.0007 0.0914
C -3.974 -1.350 -1.376 0.0466 -0.0521 -0.0939
H -3.273 1.928 -0.986 0.0168 0.0545 0.0472
H -5.509 1.789 0.110 0.0460 0.0067 -0.0187
H -5.807 -2.225 -0.672 0.0479 0.0115 -0.0064
H -3.583 -2.271 -1.789 -0.0528 -0.0062 -0.0022
```
Forces are in eV/Å.

## Properties
DFT total energy ... -154799.4638 eV
2S+1 ... 3
Kohn-Sham gap (spin up / spin down) ... 6.878 / 4.241 eV
Energy relative to the best compared isomer or geometry (same formula, charge and spin) ... 19.54 kJ/mol
M ... 1082.31 g/mol
Charge ... +1
LUMO level (spin up / spin down) ... -2.7899 / -5.3524 eV

Listed below, in e, are the Mulliken charges computed for each atom:
1 Au -0.08
2 Te 0.15
3 C 0.40
4 C -0.12
5 C -0.50
6 N -0.61
7 C -0.45
8 C -0.23
9 C -0.67
10 P 1.75
11 C 0.68
12 C -0.33
13 C -0.69
14 C -0.61
15 C -0.73
16 C -0.23
17 C 0.54
18 C -0.19
19 C -0.70
20 C -0.72
21 C -0.67
22 C -0.72
23 P -0.19
24 C 0.63
25 C 0.12
26 C -0.71
27 C -0.54
28 C -0.64
29 C -0.59
30 C 0.57
31 C -0.22
32 C -0.70
33 C -0.54
34 C -0.79
35 C -0.22
36 H 0.33
37 H 0.39
38 H 0.40
39 H 0.37
40 H 0.36
41 H 0.45
42 H 0.41
43 H 0.44
44 H 0.29
45 H 0.48
46 H 0.45
47 H 0.42
48 H 0.44
49 H 0.11
50 H 0.25
51 H 0.43
52 H 0.41
53 H 0.42
54 H 0.43
55 H 0.36
56 H 0.50
57 H 0.45
58 H 0.47
59 H 0.43
60 C -1.41
61 C 0.81
62 C -0.97
63 C 1.00
64 N -0.04
65 C -0.60
66 S -0.03
67 N 0.05
68 C -1.31
69 H 0.36
70 H 0.36
71 H 0.36
72 H 0.42
73 H 0.25
74 H 0.42
75 H 0.29
76 H 0.27
77 Se -0.18
78 C 0.14
79 C 0.02
80 C -0.46
81 N -0.51
82 C -0.52
83 C -0.30
84 H 0.42
85 H 0.37
86 H 0.39
87 H 0.42